# 1
DFT (ωB97M-V/def2-TZVPD) results for a cluster of 2 separate species, CH3BrCl2Si in total in a non-equilibrium geometry.

- Kohn-Sham gap: 0.266 hartree
- Energy relative to the best compared isomer or geometry (same formula, charge and spin): 155.2 kJ/mol
- HOMO energy: -0.322 Eh
- Electronic energy: -3823.8266 Eh

CARTESIAN COORDINATES (ANGSTROEM)
1 Br -0.553 2.606 -1.007
2 Cl 2.710 0.731 1.262
3 Cl -1.256 0.906 1.954
4 Si -0.427 0.749 0.147
5 C -0.129 -1.049 -0.509
6 H -0.565 -1.679 0.171
7 H -0.655 -1.145 -1.520
8 H 0.873 -1.118 -0.499

# 2
DFT (ωB97M-V/def2-TZVPD) results for the ion CH3BrO2P with charge -1 in a non-equilibrium geometry.

- Kohn-Sham gap: 0.286 hartree
- Energy relative to the best compared isomer or geometry (same formula, charge and spin): 189.6 kJ/mol
- Total charge: -1
- HOMO energy: -0.157 Eh
- Electronic energy: -3105.8426 Eh

CARTESIAN COORDINATES (ANGSTROEM)
1 Br -2.047 -1.050 0.363
2 P -0.671 0.579 -0.043
3 O -0.975 1.121 -1.765
4 O -0.860 1.594 1.013
5 C 0.856 -0.427 0.098
6 H 0.770 -1.319 -0.301
7 H 1.786 0.032 -0.469
8 H 1.141 -0.529 1.104

# 3
DFT (ωB97M-V/def2-TZVPD) results for a cluster of 2 separate species, CH3BrOS in total in a non-equilibrium geometry.

- 2S+1: 3
- Kohn-Sham gap (alpha / beta): 0.255 / 0.259 hartree
- Energy relative to the best compared isomer or geometry (same formula, charge and spin): 212.4 kJ/mol
- HOMO energy (alpha / beta): -0.245 / -0.382 Eh
- Electronic energy: -3087.1369 Eh
- ⟨S²⟩: 2.008

CARTESIAN COORDINATES (ANGSTROEM)
1 Br 2.408 -1.054 0.142
2 S 0.866 0.388 -0.666
3 O 1.088 1.716 -0.046
4 C -0.782 -0.260 -0.067
5 H -1.081 0.382 1.319
6 H -0.950 -1.310 0.036
7 H -1.549 0.138 -0.717

# 4
DFT (ωB97M-V/def2-TZVPD) results for a structure of composition CH3BrP2 in a non-equilibrium geometry.

- Kohn-Sham gap (alpha / beta): 0.274 / 0.274 hartree
- Energy relative to the best compared isomer or geometry (same formula, charge and spin): 235.2 kJ/mol
- HOMO energy (alpha / beta): -0.336 / -0.336 Eh
- Electronic energy: -3296.4832 Eh

CARTESIAN COORDINATES (ANGSTROEM)
1 Br 1.903 -2.335 -1.373
2 P -0.321 -0.700 0.198
3 P -1.491 1.016 0.869
4 C 0.516 -0.181 -1.082
5 H -0.233 1.510 0.985
6 H 1.284 0.232 -1.708
7 H -1.658 0.458 2.110

# 5
DFT (ωB97M-V/def2-TZVPD) results for a structure of composition CH3BrP2 in a non-equilibrium geometry.

- Kohn-Sham gap (alpha / beta): 0.314 / 0.168 hartree
- Energy relative to the best compared isomer or geometry (same formula, charge and spin): 271.0 kJ/mol
- HOMO energy (alpha / beta): -0.370 / -0.292 Eh
- Electronic energy: -3296.4696 Eh

CARTESIAN COORDINATES (ANGSTROEM)
1 Br 2.345 1.318 2.643
2 P 0.134 0.467 0.287
3 P -0.526 -1.376 -1.821
4 C -1.183 -0.101 -1.063
5 H 0.046 -0.420 1.303
6 H 1.218 -0.295 -0.123
7 H -2.034 0.406 -1.227

# 6
DFT (ωB97M-V/def2-TZVPD) results for a cluster of 2 separate species, CH3BrP2 in total in a non-equilibrium geometry.

- 2S+1: 3
- Kohn-Sham gap (alpha / beta): 0.225 / 0.252 hartree
- Energy relative to the best compared isomer or geometry (same formula, charge and spin): 39.4 kJ/mol
- HOMO energy (alpha / beta): -0.252 / -0.350 Eh
- Electronic energy: -3296.4701 Eh
- ⟨S²⟩: 2.005

CARTESIAN COORDINATES (ANGSTROEM)
1 Br -0.061 -1.158 0.177
2 P 1.789 -0.335 -3.043
3 P -0.140 -0.673 -3.313
4 C -0.306 0.323 1.487
5 H 0.587 0.549 1.966
6 H -0.524 1.143 0.885
7 H -1.345 0.152 1.841

# 7
DFT (ωB97M-V/def2-TZVPD) results for a cluster of 2 separate species, CH3Cl2FN2OS2 in total in a non-equilibrium geometry.

- Kohn-Sham gap (alpha / beta): 0.247 / 0.263 hartree
- Energy relative to the best compared isomer or geometry (same formula, charge and spin): 390.6 kJ/mol
- HOMO energy (alpha / beta): -0.352 / -0.359 Eh
- Electronic energy: -2041.0531 Eh

CARTESIAN COORDINATES (ANGSTROEM)
1 Cl -3.670 1.135 0.224
2 Cl -1.450 -0.592 0.970
3 S 2.755 2.240 0.515
4 S 1.434 0.524 0.306
5 F -1.099 1.424 -1.357
6 O 1.702 -0.429 1.389
7 N 1.960 -0.342 -1.077
8 N -1.207 1.894 -0.105
9 C -1.907 1.170 0.717
10 H 2.683 -1.085 -1.087
11 H 2.195 0.318 -1.774
12 H -1.959 1.587 1.793

# 8
DFT (ωB97M-V/def2-TZVPD) results for a structure of composition CH3Cl2FN2OS2 in a non-equilibrium geometry.

- Kohn-Sham gap: 0.302 hartree
- Energy relative to the best compared isomer or geometry (same formula, charge and spin): 244.7 kJ/mol
- HOMO energy: -0.371 Eh
- Electronic energy: -2041.1086 Eh

CARTESIAN COORDINATES (ANGSTROEM)
1 Cl 2.401 1.838 -1.439
2 Cl 0.204 0.083 -1.921
3 S -0.904 -0.225 1.068
4 S -0.819 -0.652 2.923
5 F 1.654 -0.500 0.298
6 O -1.970 0.616 0.609
7 N -1.075 -1.623 0.178
8 N 0.966 0.832 0.427
9 C 0.839 1.264 -0.878
10 H 0.221 2.220 -0.824
11 H -1.071 -1.493 -0.876
12 H -0.446 -2.359 0.435

# 9
DFT (ωB97M-V/def2-TZVPD) results for a structure of composition CH3Cl2FSi in a non-equilibrium geometry.

- Kohn-Sham gap: 0.309 hartree
- Energy relative to the best compared isomer or geometry (same formula, charge and spin): 608.6 kJ/mol
- HOMO energy: -0.315 Eh
- Electronic energy: -1349.6043 Eh

CARTESIAN COORDINATES (ANGSTROEM)
1 Cl 3.343 0.257 -1.176
2 Cl 1.643 1.836 1.218
3 Si 2.192 -0.004 0.455
4 F 2.146 -2.805 0.711
5 C 1.583 -1.567 1.107
6 H 1.269 -1.805 2.146
7 H 1.212 1.431 -2.969
8 H 0.529 1.854 -3.195

# 10
DFT (ωB97M-V/def2-TZVPD) results for a structure of composition CH3Cl2FSi in a non-equilibrium geometry.

- Kohn-Sham gap: 0.361 hartree
- Energy relative to the best compared isomer or geometry (same formula, charge and spin): 204.6 kJ/mol
- HOMO energy: -0.386 Eh
- Electronic energy: -1349.7582 Eh

CARTESIAN COORDINATES (ANGSTROEM)
1 Cl 0.865 2.869 -0.206
2 Cl -0.812 0.619 2.312
3 Si 0.290 0.407 0.655
4 F 1.713 -0.013 1.264
5 C -0.355 -0.761 -0.710
6 H 0.228 -1.573 -1.170
7 H -0.587 -0.295 -1.693
8 H -1.341 -1.252 -0.452

- electronic energy of number 5 (CH3BrP2)?
  -3296.4696 Eh

- Which value of electronic energy does entry 9 give?
  -1349.6043 Eh

- Which of these has the highest energy relative to the best compared isomer or geometry (same formula, charge and spin)?
  number 9